Entry 1:
Computed, not measured: a single C22H35N3O molecule, with ωB97M-V/def2-TZVPD.

The geometry in XYZ format:
```
61
Properties=species:S:1:pos:R:3:forces:R:3
C 3.461 1.451 -1.519 -0.01 -0.12 -0.04
H 4.484 1.798 -1.653 0.15 0.06 0.00
H 2.959 2.117 -0.819 -0.03 0.11 0.08
H 2.953 1.503 -2.476 -0.01 0.09 -0.04
C 3.462 0.015 -0.977 0.19 0.08 -0.07
C 2.025 -0.446 -0.749 0.08 0.08 -0.23
C 1.572 -0.779 0.518 -0.25 -0.11 -0.08
C 0.266 -1.181 0.741 0.11 -0.17 0.08
C -0.595 -1.299 -0.336 0.25 0.04 0.08
C -0.196 -1.002 -1.631 -0.12 -0.01 -0.08
C 1.117 -0.539 -1.818 -0.14 -0.06 0.40
O 1.567 -0.153 -3.051 -0.12 -0.03 -0.22
H 0.852 -0.237 -3.690 0.10 0.02 0.09
C -1.174 -1.183 -2.797 -0.11 -0.06 -0.13
C -0.599 -2.161 -3.842 -0.06 0.11 0.08
H 0.319 -1.834 -4.324 0.11 -0.02 -0.07
H -0.389 -3.114 -3.359 0.05 -0.08 0.00
H -1.335 -2.331 -4.625 -0.06 -0.01 -0.08
C -1.534 0.181 -3.416 0.02 -0.17 0.03
H -2.122 0.750 -2.698 -0.03 0.10 0.04
H -0.676 0.792 -3.688 0.08 0.10 -0.04
H -2.139 0.035 -4.309 -0.07 0.01 -0.09
C -2.503 -1.809 -2.348 0.18 0.15 0.00
H -2.345 -2.790 -1.908 -0.02 -0.13 0.07
H -3.147 -1.932 -3.217 -0.04 -0.01 -0.10
H -3.029 -1.179 -1.636 -0.05 -0.01 0.06
H -1.601 -1.621 -0.136 -0.21 -0.07 -0.03
C -0.258 -1.416 2.134 0.00 0.09 -0.12
N -0.889 -0.195 2.612 -0.07 -0.14 0.22
C -1.927 -0.378 3.603 -0.08 0.06 0.05
C -2.788 0.902 3.658 -0.13 -0.02 0.30
N -2.047 2.094 3.286 0.07 0.00 -0.01
C -2.337 2.680 2.008 -0.04 0.06 -0.10
H -1.741 3.594 1.936 -0.09 -0.03 -0.07
C -2.065 1.843 0.726 0.55 0.76 0.21
C -3.078 0.856 0.489 -0.17 -0.29 -0.17
N -3.901 0.090 0.274 -0.39 -0.34 0.00
H -1.106 1.330 0.795 -0.01 0.07 -0.11
H -2.050 2.519 -0.134 0.02 -0.03 0.01
H -3.393 2.970 2.012 0.11 0.06 -0.11
C -0.661 1.996 3.676 0.01 0.01 0.09
C 0.077 0.788 3.061 0.02 0.12 -0.09
H 0.678 1.094 2.199 0.05 0.00 0.06
H 0.769 0.360 3.812 -0.03 0.01 -0.08
H -0.653 1.908 4.768 0.12 0.04 -0.03
H -0.152 2.926 3.414 0.02 -0.02 0.09
H -3.167 1.037 4.680 -0.07 -0.12 -0.07
H -3.644 0.801 2.991 -0.01 -0.02 0.07
H -2.554 -1.221 3.311 0.03 -0.02 0.06
H -1.503 -0.596 4.601 -0.05 -0.04 -0.03
H -1.017 -2.200 2.106 0.05 0.00 0.05
H 0.555 -1.743 2.806 -0.09 -0.03 -0.03
H 2.238 -0.727 1.363 0.14 0.03 0.10
C 4.292 0.009 0.312 -0.18 -0.02 -0.19
H 3.885 0.696 1.052 -0.03 0.05 0.14
H 5.305 0.332 0.082 0.08 0.03 -0.04
H 4.349 -0.989 0.741 0.02 -0.10 0.12
C 4.152 -0.928 -1.971 -0.07 0.09 0.00
H 5.189 -0.630 -2.108 0.15 0.03 0.00
H 4.132 -1.949 -1.594 0.04 -0.13 0.03
H 3.658 -0.904 -2.936 0.04 -0.06 -0.07
```
Positions in Å, forces in eV/Å.

## Properties
SMILES: CC(C)(C)c1cc(CN2CCN(CCC#N)CC2)cc(C(C)(C)C)c1O
2S+1: 1
Gap between HOMO and LUMO, eV: 8.88
Lowest unoccupied orbital energy, eV: 0.64
Energy above the lowest of the compared OMol25 structures with the same formula, charge and spin, kcal per mole: 38.4

Here are the Mulliken charges for atoms 1 to 2, given in e: -1.67 0.47

Entry 2:
Computed, not measured: a single C22H35N3O3S molecule, with ωB97M-V/def2-TZVPD.

The geometry in XYZ format:
```
64
Properties=species:S:1:pos:R:3:forces:R:3
C 7.905 2.786 0.364 0.00 0.02 -0.03
C 6.771 1.856 0.061 0.01 -0.13 0.01
C 6.966 0.481 0.013 -0.05 0.13 -0.01
C 5.914 -0.371 -0.281 -0.07 -0.21 -0.06
C 4.664 0.158 -0.527 -0.31 -0.47 -0.06
C 4.445 1.522 -0.484 -0.01 0.20 -0.03
C 5.499 2.367 -0.191 -0.10 -0.14 -0.05
H 5.341 3.435 -0.157 -0.04 0.11 0.00
H 3.456 1.898 -0.687 -0.11 0.16 0.01
S 3.282 -0.914 -0.882 0.17 0.42 0.30
O 3.757 -2.269 -0.964 0.17 0.11 0.22
O 2.548 -0.401 -2.005 -0.11 0.23 0.09
N 2.342 -0.635 0.486 0.53 0.09 -0.90
C 0.918 -0.698 0.243 -0.38 -0.04 -0.54
H 0.729 -0.121 -0.664 -0.22 0.01 0.15
C 0.455 -2.153 0.083 -0.29 0.10 0.43
C -1.034 -2.154 -0.241 0.68 -0.17 -0.20
O -1.898 -2.293 0.600 -0.28 -0.02 0.37
N -1.283 -1.955 -1.551 0.01 0.12 -0.38
H -0.503 -1.780 -2.167 0.05 -0.08 0.14
C -2.603 -1.733 -2.099 -0.22 0.15 -0.19
C -2.787 -0.280 -2.539 0.09 -0.04 0.34
H -3.689 -0.206 -3.147 -0.03 0.07 -0.08
H -1.933 0.029 -3.147 0.03 0.00 -0.13
C -2.930 0.648 -1.325 -0.04 -0.10 -0.41
N -4.221 0.433 -0.699 0.08 -0.14 0.00
C -5.216 1.423 -1.058 -0.03 0.27 -0.07
C -5.070 2.741 -0.284 -0.15 -0.23 0.02
C -5.113 2.460 1.215 0.23 0.10 -0.05
C -4.055 1.421 1.577 -0.15 -0.13 -0.08
H -4.123 1.164 2.635 0.09 0.00 0.06
H -3.064 1.850 1.399 0.07 0.02 0.04
C -4.197 0.144 0.728 0.05 -0.14 0.39
C -5.424 -0.678 1.126 0.30 0.13 -0.04
H -6.340 -0.096 1.092 -0.17 0.03 0.02
H -5.525 -1.522 0.450 -0.03 -0.11 -0.06
H -5.294 -1.058 2.136 -0.06 -0.03 0.15
H -3.327 -0.496 0.908 -0.11 0.10 -0.06
H -6.105 2.093 1.488 -0.08 0.03 0.04
H -4.937 3.381 1.777 -0.09 -0.04 0.03
H -5.869 3.427 -0.570 0.02 0.06 -0.05
H -4.116 3.211 -0.537 0.03 0.06 -0.04
H -6.204 0.999 -0.859 -0.07 0.07 -0.09
H -5.145 1.607 -2.133 -0.09 -0.05 -0.01
H -2.125 0.427 -0.619 0.00 0.08 0.06
H -2.803 1.688 -1.653 0.06 -0.01 0.10
H -3.324 -1.969 -1.315 -0.01 -0.07 -0.12
H -2.751 -2.409 -2.947 -0.07 0.01 0.13
C 0.778 -2.905 1.374 0.08 -0.08 -0.20
C 2.280 -2.832 1.642 -0.09 0.11 0.04
C 2.757 -1.377 1.660 0.39 -0.44 0.35
H 3.848 -1.330 1.697 -0.01 0.00 0.24
H 2.354 -0.855 2.534 0.08 0.02 -0.06
H 2.520 -3.301 2.597 0.04 -0.01 0.01
H 2.814 -3.359 0.851 0.01 -0.06 0.13
H 0.461 -3.945 1.287 -0.05 0.01 0.07
H 0.216 -2.453 2.195 -0.07 -0.03 0.00
H 1.018 -2.593 -0.747 -0.10 -0.01 -0.01
H 0.402 -0.228 1.087 0.05 -0.01 -0.02
H 6.046 -1.441 -0.331 0.08 -0.12 0.02
H 7.948 0.073 0.204 0.09 -0.04 0.02
H 8.171 3.351 -0.529 0.07 0.06 -0.02
H 7.619 3.500 1.134 0.04 0.06 0.06
H 8.782 2.239 0.698 0.08 0.01 0.03
```
Positions in Å, forces in eV/Å.

## Properties
SMILES: Cc1ccc(S(=O)(=O)N2CCC[C@@H](C(=O)NCCCN3CCCC[C@H]3C)C2)cc1
2S+1: 1
Gap between HOMO and LUMO, eV: 8.50
Lowest unoccupied orbital energy, eV: 0.63
Energy above the lowest of the compared OMol25 structures with the same formula, charge and spin, kcal per mole: 18.0

Here are the Mulliken charges for atoms 1 to 2, given in e: -1.42 1.03

Entry 3:
Computed, not measured: a single C22H35N3O4S molecule, with ωB97M-V/def2-TZVPD.

The geometry in XYZ format:
```
65
Properties=species:S:1:pos:R:3:forces:R:3
C 5.990 3.544 -0.153 -0.24 0.00 0.08
C 4.654 2.873 0.140 0.24 -0.15 -0.16
C 4.638 1.419 -0.329 -0.38 0.19 0.24
C 3.310 0.727 -0.023 0.29 -0.19 0.02
N 2.209 1.333 -0.741 0.32 -0.14 -0.28
C 1.229 2.031 -0.129 -0.32 0.10 -0.54
O 1.126 2.117 1.075 -0.03 0.18 0.41
C 0.191 2.620 -1.089 0.14 0.23 0.10
N -0.859 1.649 -1.302 -0.08 -0.53 -0.08
C -2.027 1.690 -0.600 -0.15 0.10 -0.16
N -2.753 0.545 -0.541 0.46 0.09 -0.12
C -4.054 0.526 0.099 -0.36 0.07 0.24
H -4.219 1.546 0.454 0.04 -0.31 -0.09
C -4.129 -0.451 1.287 -0.11 0.11 -0.02
C -5.550 -1.006 1.235 0.10 -0.14 -0.03
H -5.649 -1.948 1.773 -0.07 0.01 0.08
C -5.815 -1.149 -0.261 -0.14 0.09 0.02
H -6.875 -1.241 -0.491 -0.03 -0.10 -0.06
H -5.310 -2.040 -0.643 0.01 -0.06 -0.01
C -5.202 0.120 -0.856 0.01 -0.10 -0.04
H -4.845 -0.027 -1.874 -0.02 0.06 -0.08
H -5.946 0.915 -0.881 -0.01 0.05 -0.06
H -6.247 -0.286 1.665 -0.08 0.02 0.06
H -3.910 0.049 2.229 0.13 0.00 0.04
H -3.412 -1.263 1.159 0.06 -0.07 0.02
C -2.300 -0.668 -1.190 0.07 -0.06 -0.09
C -0.972 -1.191 -0.680 0.20 -0.32 0.01
C -0.181 -1.954 -1.515 -0.06 0.09 0.08
C 1.038 -2.482 -1.082 -0.05 0.08 0.08
C 1.477 -2.215 0.218 0.28 -0.25 0.13
C 0.677 -1.412 1.061 -0.05 -0.05 -0.09
C -0.541 -0.923 0.613 0.03 0.03 0.18
H -1.141 -0.298 1.252 -0.04 0.12 0.10
O 1.180 -1.162 2.295 0.24 -0.26 -0.44
C 0.512 -0.234 3.127 -0.20 0.32 0.19
H -0.483 -0.592 3.407 0.03 -0.03 -0.01
H 0.443 0.744 2.647 -0.02 -0.10 0.03
H 1.129 -0.156 4.021 -0.07 0.00 -0.02
O 2.720 -2.657 0.637 -0.40 0.53 -0.28
C 2.742 -3.498 1.775 0.03 -0.24 0.27
H 2.427 -2.969 2.675 0.04 -0.07 -0.09
H 3.778 -3.817 1.881 -0.04 -0.06 0.04
H 2.103 -4.375 1.627 0.03 0.03 -0.03
O 1.692 -3.190 -2.043 -0.24 0.28 0.13
C 2.836 -3.959 -1.746 0.42 -0.21 -0.03
H 2.626 -4.718 -0.988 0.01 0.04 -0.01
H 3.095 -4.450 -2.684 -0.01 0.00 0.08
H 3.670 -3.337 -1.413 -0.08 -0.11 -0.06
H -0.486 -2.175 -2.526 -0.04 -0.03 -0.17
H -2.236 -0.519 -2.277 -0.03 -0.07 0.09
H -3.061 -1.431 -1.015 0.02 0.07 -0.09
S -2.550 3.113 0.070 -0.23 0.76 0.42
H -0.519 0.734 -1.563 -0.02 0.09 0.00
H 0.640 2.884 -2.052 0.00 0.01 0.06
H -0.262 3.504 -0.633 0.20 -0.16 -0.14
H 2.270 1.337 -1.747 -0.14 0.10 0.07
H 3.369 -0.333 -0.286 -0.03 0.06 0.12
H 3.073 0.813 1.039 0.01 -0.12 -0.08
H 5.435 0.866 0.171 0.08 -0.06 -0.04
H 4.829 1.379 -1.405 0.09 -0.05 -0.06
H 4.455 2.904 1.212 -0.10 0.02 0.04
H 3.853 3.425 -0.357 -0.05 0.01 0.07
H 5.981 4.576 0.187 0.09 0.12 0.00
H 6.799 3.023 0.355 0.13 -0.02 0.03
H 6.197 3.536 -1.221 0.08 0.02 -0.11
```
Positions in Å, forces in eV/Å.

## Properties
SMILES: CCCCNC(=O)CNC(=S)N(Cc1cc(OC)c(OC)c(OC)c1)C1CCCC1
2S+1: 1
Gap between HOMO and LUMO, eV: 8.35
Lowest unoccupied orbital energy, eV: 0.59
Energy above the lowest of the compared OMol25 structures with the same formula, charge and spin, kcal per mole: 61.3

Here are the Mulliken charges for atoms 1 to 2, given in e: -1.42 -0.04